[1]
C36H55CsN4OSSi as an isolated structure at a distorted geometry. Source: OMol25; level of theory: ωB97M-V with the def2-TZVPD basis set.

```
! wB97M-V def2-TZVPD RIJCOSX def2/J DEFGRID3
* xyz 0 1
Cs -0.752 0.543 -0.156
C -2.036 2.160 -3.392
C -2.432 2.715 -2.044
C -1.630 3.683 -1.424
C -0.455 4.259 -2.176
C -1.928 4.114 -0.127
C -1.018 5.103 0.560
C -3.066 3.623 0.526
C -3.497 4.223 1.843
C -3.851 2.635 -0.078
C -5.011 2.026 0.672
C -3.552 2.204 -1.377
C -4.436 1.202 -2.080
H -2.464 2.736 -4.219
H -2.363 1.129 -3.519
H -0.955 2.164 -3.530
H -0.657 4.317 -3.244
H 0.450 3.652 -2.057
H -0.212 5.266 -1.844
H -1.261 6.136 0.297
H 0.024 4.940 0.289
H -1.079 5.023 1.645
H -3.069 3.718 2.710
H -4.579 4.188 1.960
H -3.209 5.271 1.911
H -5.952 2.542 0.461
H -4.857 2.062 1.749
H -5.153 0.979 0.408
H -4.516 1.423 -3.143
H -5.447 1.197 -1.681
H -4.049 0.180 -1.998
C 1.439 -3.553 2.501
S 2.159 -2.068 1.803
C 3.890 -2.349 2.174
H 1.559 -3.603 3.585
H 1.866 -4.443 2.039
H 0.376 -3.528 2.262
H 4.253 -3.249 1.676
H 4.084 -2.427 3.245
H 4.450 -1.499 1.784
C 1.830 0.611 -2.810
C 2.600 -0.684 -2.519
C 3.475 -0.460 -1.282
C 3.494 -0.947 -3.734
Si 1.279 -2.044 -2.157
O 0.200 -1.564 -1.087
C 0.394 -2.386 -3.799
C 1.042 -2.991 -4.884
C 0.386 -3.226 -6.084
C -0.948 -2.863 -6.224
C -1.617 -2.279 -5.159
C -0.948 -2.049 -3.962
C 2.101 -3.654 -1.588
C 3.424 -4.050 -1.789
C 3.900 -5.274 -1.329
C 3.051 -6.144 -0.664
C 1.726 -5.777 -0.457
C 1.266 -4.548 -0.907
H 2.532 1.435 -2.993
H 1.185 0.925 -1.989
H 1.189 0.503 -3.690
H 4.156 0.386 -1.444
H 4.083 -1.335 -1.041
H 2.866 -0.241 -0.399
H 4.203 -0.120 -3.865
H 2.911 -1.026 -4.653
H 4.083 -1.861 -3.639
H 2.078 -3.299 -4.780
H 0.908 -3.696 -6.908
H -1.466 -3.046 -7.158
H -2.662 -2.009 -5.259
H -1.472 -1.607 -3.120
H 4.114 -3.393 -2.304
H 4.936 -5.546 -1.497
H 3.415 -7.102 -0.312
H 1.051 -6.449 0.060
H 0.236 -4.264 -0.720
C 0.604 1.783 3.678
N 0.888 1.975 5.101
C -0.313 2.523 5.735
N -1.481 1.649 5.572
C -1.704 1.463 4.138
N -0.540 0.892 3.453
C -0.237 -0.402 4.097
N 0.022 -0.260 5.529
C 1.153 0.658 5.692
C -1.154 0.345 6.155
H 1.484 1.353 3.193
H 0.390 2.756 3.225
H -0.536 3.497 5.294
H -0.121 2.660 6.801
H -1.923 2.436 3.697
H -2.564 0.805 3.990
H 0.640 -0.834 3.614
H -1.089 -1.071 3.951
H 2.032 0.224 5.213
H 1.359 0.785 6.757
H -0.967 0.470 7.223
H -2.008 -0.325 6.028
*
```

DFT total energy: -2406.9308 hartree
LUMO: 0.0 eV
Energy above the lowest of the compared OMol25 structures with the same formula, charge and spin: 0.0 kJ/mol
Highest occupied orbital energy: -7.9 eV

---

[2]
C36H55FN5O2SiZr as an isolated structure. Source: OMol25; level of theory: ωB97M-V with the def2-TZVPD basis set.

```
! wB97M-V def2-TZVPD RIJCOSX def2/J DEFGRID3
* xyz 1 1
Zr 0.121 0.386 -0.407
C -1.058 -2.951 2.913
C -0.222 -1.728 3.300
C 0.491 -1.969 4.633
C -1.109 -0.496 3.335
C -2.174 -0.471 4.228
C -3.041 0.606 4.283
C -2.869 1.665 3.412
C -1.819 1.686 2.499
C -1.702 2.882 1.572
C -1.211 4.120 2.326
C -3.017 3.168 0.844
C -0.919 0.610 2.492
N 0.253 0.653 1.646
C 1.470 0.878 2.309
C 1.624 1.169 3.664
C 2.891 1.361 4.202
C 4.032 1.279 3.415
C 3.910 1.023 2.053
C 2.647 0.859 1.560
F 2.458 0.645 0.198
H -0.443 -3.853 2.904
H -1.506 -2.830 1.927
H -1.866 -3.112 3.629
H 0.540 -1.588 2.531
H -0.224 -2.204 5.425
H 1.068 -1.099 4.947
H 1.175 -2.815 4.545
H -2.328 -1.313 4.891
H -3.857 0.612 4.994
H -3.559 2.498 3.445
H -0.958 2.653 0.803
H -1.941 4.427 3.077
H -1.064 4.959 1.641
H -0.271 3.925 2.846
H -3.789 3.497 1.541
H -3.379 2.274 0.336
H -2.877 3.964 0.108
H 0.747 1.225 4.296
H 2.984 1.573 5.259
H 5.012 1.415 3.850
H 4.764 0.963 1.392
C -3.204 2.525 -4.525
C -2.334 1.440 -3.971
N -1.359 0.908 -4.594
O -1.176 1.492 -5.835
C -2.605 0.883 -2.619
C -4.012 0.560 -2.242
N -1.602 0.693 -1.862
O -1.845 0.170 -0.588
H -2.585 3.300 -4.974
H -3.831 2.968 -3.754
H -3.843 2.130 -5.318
H -0.490 0.950 -6.240
H -4.513 0.067 -3.076
H -4.561 1.480 -2.026
H -4.039 -0.077 -1.363
N 1.524 3.505 0.499
C 1.435 3.461 -0.846
C 1.876 4.568 -1.602
C 1.815 4.525 -2.965
C 1.308 3.377 -3.591
C 0.890 2.349 -2.799
N 0.934 2.360 -1.439
H 1.870 4.334 0.946
H 1.169 2.774 1.093
H 2.261 5.433 -1.079
H 2.150 5.372 -3.550
H 1.227 3.292 -4.665
H 0.456 1.473 -3.250
C 1.822 -1.201 -2.716
Si 0.970 -2.083 -1.243
C 2.343 -3.084 -0.332
C 1.729 -4.108 0.630
C 3.231 -2.163 0.509
C 3.257 -3.804 -1.334
C -0.394 -3.224 -1.991
C -1.400 -3.648 -0.913
C -1.175 -2.475 -3.076
C 0.200 -4.475 -2.653
H 2.231 -1.936 -3.416
H 2.655 -0.564 -2.401
H 1.124 -0.604 -3.306
H 1.067 -3.625 1.355
H 2.526 -4.606 1.192
H 1.159 -4.883 0.120
H 2.660 -1.655 1.291
H 3.741 -1.413 -0.099
H 4.004 -2.758 1.008
H 2.722 -4.506 -1.971
H 4.018 -4.372 -0.787
H 3.782 -3.096 -1.979
H -1.906 -2.779 -0.485
H -0.937 -4.206 -0.098
H -2.168 -4.292 -1.357
H -1.726 -1.631 -2.665
H -1.908 -3.154 -3.524
H -0.536 -2.104 -3.880
H 0.690 -5.139 -1.944
H 0.920 -4.221 -3.435
H -0.606 -5.046 -3.128
*
```

DFT total energy: -2265.2880 hartree
LUMO: -2.6 eV
Energy above the lowest of the compared OMol25 structures with the same formula, charge and spin: 0.0 kJ/mol
Highest occupied orbital energy: -10.4 eV

---

[3]
C36H56AsMnN4O3Si as an isolated structure. Source: OMol25; level of theory: ωB97M-V with the def2-TZVPD basis set.

```
! wB97M-V def2-TZVPD RIJCOSX def2/J DEFGRID3
* xyz 2 5
Mn -0.101 -1.071 -0.323
C -2.378 -3.106 0.370
C -2.923 -1.857 -0.336
N -1.943 -1.364 -1.316
C -1.791 -2.300 -2.462
C -0.345 -2.385 -2.929
N 0.616 -2.338 -1.790
C 0.942 -3.635 -1.147
C -0.239 -4.172 -0.352
N -0.890 -3.103 0.437
H -2.705 -4.011 -0.142
H -2.790 -3.149 1.375
H -3.108 -1.057 0.375
H -3.875 -2.093 -0.819
H -2.228 -0.463 -1.702
H -2.410 -1.967 -3.294
H -2.159 -3.277 -2.158
H -0.122 -1.525 -3.554
H -0.186 -3.292 -3.518
H 1.479 -1.947 -2.153
H 1.788 -3.451 -0.480
H 1.259 -4.369 -1.891
H 0.105 -4.990 0.283
H -0.971 -4.602 -1.033
H -0.627 -3.176 1.414
C 2.367 1.582 0.266
As 2.240 -0.345 0.254
C 2.851 -0.835 2.014
C 3.697 -0.900 -0.942
C 4.962 -0.132 -0.694
C 5.844 -0.518 0.313
C 6.990 0.222 0.566
C 7.270 1.355 -0.186
C 6.406 1.737 -1.203
C 5.262 0.996 -1.453
H 3.105 1.899 0.999
H 1.389 1.991 0.504
H 2.685 1.924 -0.713
H 3.814 -0.370 2.213
H 2.942 -1.918 2.091
H 2.114 -0.483 2.732
H 3.348 -0.742 -1.966
H 3.839 -1.972 -0.791
H 5.647 -1.414 0.890
H 7.672 -0.093 1.344
H 8.166 1.928 0.009
H 6.635 2.605 -1.808
H 4.607 1.279 -2.272
O -1.630 0.775 -3.023
C -0.473 1.123 -2.833
O 0.423 0.526 -2.138
C -0.052 2.468 -3.456
N 1.454 2.536 -3.371
C 2.017 2.347 -4.767
C 0.829 1.848 -5.580
C -0.358 2.571 -4.944
H -0.487 3.265 -2.855
H 1.680 1.746 -2.745
H 1.779 3.402 -2.950
H 2.859 1.662 -4.720
H 2.366 3.317 -5.113
H 0.720 0.767 -5.471
H 0.951 2.068 -6.637
H -1.318 2.113 -5.165
H -0.391 3.615 -5.258
C -2.098 2.397 4.147
C -0.933 1.646 3.481
C -0.192 0.866 4.572
C 0.019 2.663 2.847
Si -1.676 0.510 2.170
O -0.540 -0.091 1.118
C -2.438 -0.993 3.006
C -1.584 -1.899 3.650
C -2.070 -3.043 4.267
C -3.434 -3.310 4.253
C -4.301 -2.421 3.635
C -3.806 -1.272 3.025
C -2.913 1.420 1.086
C -4.188 1.805 1.516
C -5.079 2.434 0.657
C -4.716 2.696 -0.656
C -3.451 2.341 -1.103
C -2.564 1.718 -0.236
H -1.719 2.983 4.989
H -2.851 1.711 4.549
H -2.589 3.084 3.458
H 0.258 1.568 5.280
H 0.615 0.245 4.174
H -0.865 0.216 5.134
H 0.270 3.442 3.573
H -0.422 3.158 1.975
H 0.953 2.186 2.546
H -0.517 -1.693 3.697
H -1.392 -3.718 4.775
H -3.820 -4.197 4.739
H -5.366 -2.615 3.634
H -4.505 -0.599 2.542
H -4.499 1.615 2.536
H -6.061 2.717 1.013
H -5.415 3.179 -1.327
H -3.162 2.538 -2.129
H -1.568 1.468 -0.588
*
```

DFT total energy: -5526.0777 hartree
LUMO (spin up / spin down): -6.3 / -5.1 eV
Energy above the lowest of the compared OMol25 structures with the same formula, charge and spin: 43.6 kJ/mol
Highest occupied orbital energy (spin up / spin down): -13.4 / -13.4 eV
Expectation value of S²: 6.07